Record 1
Computed, not measured: a cluster of 12 separate species, C44H117N5O24 in total in a non-equilibrium geometry, with ωB97M-V/def2-TZVPD.

ORCA input file:
```
! RIJCOSX wB97M-V def2-TZVPD def2/J DEFGRID3
* xyz 1 2
C -15.893 2.014 -22.103
O -14.660 2.615 -21.848
C -14.039 2.156 -20.635
C -12.978 1.027 -20.742
N -13.535 -0.296 -20.915
C -12.555 -1.461 -20.871
C -11.872 -1.677 -19.484
O -11.243 -2.948 -19.461
C -10.788 -3.262 -18.143
H -15.791 0.948 -22.305
H -16.478 2.453 -22.911
H -16.562 2.169 -21.257
H -14.727 2.044 -19.797
H -13.371 2.959 -20.322
H -12.432 1.137 -19.805
H -12.331 1.232 -21.596
H -14.330 -0.415 -20.304
H -11.829 -1.202 -21.642
H -13.026 -2.361 -21.266
H -12.642 -1.715 -18.713
H -11.271 -0.814 -19.199
H -9.983 -2.591 -17.843
H -10.392 -4.277 -18.163
H -11.575 -3.247 -17.389
C -6.493 -6.574 -14.612
O -5.960 -5.934 -15.809
C -4.702 -5.306 -15.621
C -4.245 -4.748 -16.956
N -2.976 -4.117 -16.895
C -1.783 -4.997 -16.608
C -0.518 -4.194 -16.458
O 0.658 -4.984 -16.503
C 1.872 -4.379 -16.113
H -6.618 -5.905 -13.761
H -5.950 -7.457 -14.275
H -7.486 -6.939 -14.877
H -3.969 -6.034 -15.275
H -4.736 -4.582 -14.806
H -4.922 -3.972 -17.315
H -4.192 -5.500 -17.744
H -2.832 -3.381 -17.571
H -1.619 -5.615 -17.490
H -1.971 -5.574 -15.703
H -0.527 -3.663 -15.507
H -0.472 -3.433 -17.237
H 1.780 -3.796 -15.197
H 2.284 -3.693 -16.854
H 2.698 -5.030 -15.828
C -12.691 -13.635 -20.655
O -12.545 -12.300 -20.093
C -13.762 -11.745 -19.640
C -13.695 -10.173 -19.646
N -12.329 -9.815 -19.316
C -12.103 -9.864 -17.898
C -10.660 -9.568 -17.436
O -9.955 -10.786 -17.141
C -8.620 -10.547 -16.784
H -13.009 -13.577 -21.695
H -13.366 -14.246 -20.056
H -11.768 -14.215 -20.638
H -13.854 -12.152 -18.633
H -14.643 -12.090 -20.180
H -14.434 -9.766 -18.957
H -13.976 -9.628 -20.547
H -11.831 -10.559 -19.784
H -12.249 -10.892 -17.567
H -12.720 -9.173 -17.323
H -10.630 -9.035 -16.486
H -10.079 -9.004 -18.166
H -7.981 -10.546 -17.667
H -8.201 -11.392 -16.237
H -8.485 -9.690 -16.125
C -14.129 -9.557 -13.289
O -13.673 -10.303 -12.206
C -14.390 -11.496 -12.111
C -14.007 -12.214 -10.764
N -12.775 -12.971 -10.827
C -12.737 -13.933 -9.756
C -12.589 -13.219 -8.374
O -11.674 -12.168 -8.383
C -10.382 -12.433 -8.830
H -13.480 -8.704 -13.492
H -15.123 -9.147 -13.111
H -14.069 -10.053 -14.258
H -14.307 -12.119 -13.001
H -15.464 -11.323 -12.051
H -14.845 -12.858 -10.497
H -13.899 -11.476 -9.970
H -12.030 -12.291 -10.866
H -11.928 -14.652 -9.887
H -13.687 -14.450 -9.623
H -12.305 -13.938 -7.605
H -13.570 -12.817 -8.121
H -9.721 -11.572 -8.730
H -10.351 -12.699 -9.887
H -10.003 -13.223 -8.181
C -12.789 -9.330 -8.432
O -13.425 -8.093 -8.757
C -13.733 -8.014 -10.127
C -14.255 -6.591 -10.529
N -15.534 -6.364 -9.841
C -16.041 -4.996 -9.950
C -17.469 -4.922 -9.500
O -18.317 -5.485 -10.502
C -19.663 -5.492 -10.100
H -13.574 -10.077 -8.323
H -12.344 -9.158 -7.452
H -12.021 -9.711 -9.106
H -14.475 -8.724 -10.493
H -12.796 -8.092 -10.678
H -14.362 -6.376 -11.592
H -13.554 -5.839 -10.166
H -16.214 -6.934 -10.325
H -16.075 -4.742 -11.010
H -15.339 -4.305 -9.486
H -17.701 -3.865 -9.369
H -17.624 -5.381 -8.524
H -19.897 -6.343 -9.460
H -20.323 -5.435 -10.966
H -19.886 -4.661 -9.430
C -7.670 -5.298 -18.742
C -7.963 -6.775 -18.523
O -6.812 -7.296 -17.848
O -7.685 -4.511 -17.540
H -8.470 -5.012 -19.425
H -6.718 -5.182 -19.261
H -8.041 -7.360 -19.439
H -8.853 -6.819 -17.895
H -6.643 -6.868 -17.006
H -6.961 -4.723 -16.946
C -6.477 -4.627 -11.210
C -7.044 -3.688 -12.269
O -7.019 -2.341 -11.753
O -5.104 -4.634 -11.274
H -6.693 -5.688 -11.339
H -6.868 -4.410 -10.216
H -8.075 -3.980 -12.470
H -6.480 -3.761 -13.199
H -6.141 -2.086 -11.462
H -4.719 -5.309 -10.709
C -10.546 -11.005 -12.827
C -9.141 -10.438 -13.179
O -9.026 -9.132 -13.791
O -11.022 -10.315 -11.683
H -10.398 -12.026 -12.476
H -11.276 -11.121 -13.628
H -8.595 -11.193 -13.745
H -8.644 -10.342 -12.214
H -9.011 -8.493 -13.075
H -11.974 -10.262 -11.792
C -10.445 -5.718 -15.080
C -11.476 -6.685 -14.432
O -12.325 -6.133 -13.423
O -9.533 -5.314 -14.037
H -11.122 -4.948 -15.448
H -9.924 -6.256 -15.872
H -11.102 -7.634 -14.049
H -12.175 -7.027 -15.196
H -11.808 -5.936 -12.638
H -9.252 -4.437 -14.307
C -10.153 -5.893 -10.365
C -9.880 -7.218 -11.126
O -8.880 -7.091 -12.110
O -11.038 -5.066 -11.113
H -9.202 -5.400 -10.164
H -10.632 -6.160 -9.423
H -10.827 -7.678 -11.405
H -9.484 -7.928 -10.400
H -9.197 -6.449 -12.749
H -11.162 -4.275 -10.583
C -13.306 -3.024 -13.065
C -13.340 -2.294 -11.715
O -14.659 -1.907 -11.397
O -13.445 -2.220 -14.268
H -14.042 -3.828 -13.070
H -12.337 -3.498 -13.219
H -12.704 -1.410 -11.753
H -13.112 -3.091 -11.008
H -14.833 -1.003 -11.668
H -14.248 -1.695 -14.300
C -10.068 -1.799 -14.833
C -10.185 -1.395 -13.383
O -9.056 -0.531 -13.043
O -8.935 -2.672 -15.086
H -9.880 -0.879 -15.385
H -10.948 -2.362 -15.146
H -10.201 -2.305 -12.783
H -11.084 -0.799 -13.230
H -8.508 -0.933 -12.364
H -8.125 -2.282 -14.749
*
```

Properties
* max |F|: 3.23 eV/Å
* relative energy (zero: lowest compared OMol25 entry of this formula, charge and spin): 0.0 kJ/mol
* electronic energy: -3825.42531 Eh
* HOMO (spin up / spin down): -9.55 / -9.55 eV

Record 2
Computed, not measured: a cluster of 11 separate species, C44H117N7O13 in total in a non-equilibrium geometry, with ωB97M-V/def2-TZVPD.

ORCA input file:
```
! RIJCOSX wB97M-V def2-TZVPD def2/J DEFGRID3
* xyz 0 1
C 1.370 -9.439 -0.687
O 1.194 -8.299 0.112
C 1.993 -7.200 -0.326
C 2.076 -6.149 0.746
C 2.897 -4.986 0.205
N 2.842 -6.732 1.873
H 2.401 -9.821 -0.612
H 1.253 -9.224 -1.758
H 0.663 -10.168 -0.311
H 2.978 -7.530 -0.683
H 1.514 -6.723 -1.208
H 1.074 -5.818 1.056
H 3.914 -5.259 -0.072
H 3.046 -4.217 0.976
H 2.389 -4.480 -0.622
H 2.966 -6.098 2.644
H 2.472 -7.636 2.134
C -0.802 6.890 -3.117
O 0.463 7.470 -3.174
C 0.526 8.881 -3.045
C 1.964 9.342 -3.132
C 2.858 8.596 -2.156
N 2.029 10.821 -2.966
H -0.773 5.906 -3.564
H -1.511 7.534 -3.664
H -1.144 6.922 -2.075
H -0.121 9.303 -3.836
H 0.010 9.198 -2.113
H 2.254 9.147 -4.174
H 2.456 8.698 -1.137
H 3.902 8.913 -2.169
H 2.883 7.511 -2.305
H 2.915 11.142 -3.367
H 2.215 11.034 -1.978
C -0.362 -0.584 -3.299
O 0.120 -1.372 -4.371
C 0.484 -2.643 -3.967
C 0.741 -3.555 -5.182
C 1.748 -2.948 -6.136
N -0.549 -3.859 -5.929
H 0.161 -0.860 -2.367
H -1.419 -0.802 -3.098
H -0.219 0.486 -3.436
H 1.396 -2.645 -3.330
H -0.247 -3.154 -3.314
H 1.167 -4.465 -4.735
H 1.741 -1.862 -6.180
H 1.663 -3.454 -7.094
H 2.752 -3.174 -5.761
H -1.289 -4.044 -5.245
H -0.832 -2.900 -6.220
C 1.835 1.502 -5.493
O 2.252 2.693 -6.120
C 2.102 3.822 -5.316
C 2.895 4.976 -5.924
C 2.679 6.212 -5.065
N 2.383 5.204 -7.309
H 1.508 0.746 -6.210
H 1.019 1.714 -4.791
H 2.661 1.011 -4.949
H 1.036 4.061 -5.214
H 2.507 3.574 -4.318
H 3.956 4.746 -5.993
H 1.658 6.595 -5.144
H 3.437 6.951 -5.297
H 2.650 5.932 -4.005
H 1.388 5.415 -7.264
H 2.443 4.291 -7.761
C -0.930 3.685 4.765
O -1.674 3.464 3.586
C -0.872 3.093 2.466
C -1.800 2.912 1.281
C -3.059 2.143 1.676
N -1.210 2.187 0.140
H -0.680 2.706 5.197
H -1.544 4.273 5.434
H 0.034 4.159 4.538
H -0.089 3.829 2.218
H -0.356 2.163 2.784
H -2.056 3.905 0.889
H -2.736 1.312 2.323
H -3.576 1.806 0.784
H -3.769 2.629 2.347
H -0.191 2.321 0.104
H -1.416 1.196 0.223
C 0.966 3.923 -1.603
O 1.376 3.373 -0.393
C 2.665 2.763 -0.487
C 2.763 1.583 0.454
N 1.858 0.511 0.018
C 1.650 -0.482 1.082
C 0.730 -1.565 0.541
O -0.574 -0.985 0.457
C -1.575 -1.896 0.190
H 1.625 4.778 -1.797
H -0.051 4.285 -1.483
H 0.979 3.256 -2.471
H 3.460 3.509 -0.343
H 2.829 2.389 -1.510
H 2.511 1.926 1.468
H 3.766 1.161 0.417
H 0.934 0.855 -0.193
H 1.215 0.057 1.939
H 2.561 -1.012 1.379
H 0.707 -2.402 1.250
H 1.138 -1.793 -0.454
H -1.716 -2.638 0.988
H -1.461 -2.362 -0.797
H -2.557 -1.407 0.147
C -2.497 -3.355 4.036
O -2.688 -3.161 5.401
C -2.113 -4.196 6.157
C -1.929 -3.675 7.570
N -3.252 -3.489 8.227
C -3.091 -3.120 9.635
C -4.434 -2.960 10.289
O -5.052 -1.777 9.762
C -6.405 -1.681 10.117
H -2.939 -4.300 3.689
H -1.444 -3.349 3.709
H -2.969 -2.544 3.478
H -1.135 -4.494 5.771
H -2.840 -5.014 6.223
H -1.516 -2.654 7.488
H -1.359 -4.365 8.188
H -3.712 -2.673 7.824
H -2.534 -2.171 9.761
H -2.561 -3.884 10.214
H -4.366 -2.853 11.380
H -5.127 -3.755 9.997
H -6.935 -2.642 10.161
H -6.882 -1.044 9.381
H -6.457 -1.272 11.136
C 2.046 1.604 5.156
C 3.183 2.459 4.667
C 4.133 2.876 5.782
O 3.902 1.800 3.599
H 2.406 0.718 5.689
H 1.413 1.260 4.340
H 1.431 2.158 5.867
H 2.789 3.379 4.208
H 4.807 3.679 5.487
H 4.726 2.005 6.090
H 3.571 3.199 6.661
H 4.825 1.727 3.860
C 4.964 0.708 -2.611
C 4.045 -0.476 -2.958
C 4.549 -1.275 -4.139
O 3.891 -1.321 -1.821
H 5.994 0.371 -2.517
H 4.601 1.149 -1.693
H 4.890 1.446 -3.418
H 3.064 -0.088 -3.295
H 3.841 -2.107 -4.271
H 5.435 -1.867 -3.875
H 4.582 -0.715 -5.064
H 3.456 -0.820 -1.110
C -4.639 -0.550 -2.133
C -4.793 -1.712 -3.121
C -5.173 -1.194 -4.495
O -3.479 -2.326 -3.320
H -4.676 0.416 -2.653
H -3.734 -0.507 -1.524
H -5.442 -0.473 -1.381
H -5.518 -2.444 -2.753
H -6.153 -0.715 -4.525
H -5.168 -2.037 -5.188
H -4.424 -0.481 -4.840
H -3.374 -3.036 -2.659
C -3.818 -5.360 0.965
C -4.744 -4.541 0.061
C -5.256 -3.298 0.731
O -4.031 -4.168 -1.123
H -3.603 -6.291 0.439
H -4.304 -5.599 1.914
H -2.908 -4.806 1.193
H -5.568 -5.209 -0.219
H -4.437 -2.658 1.075
H -5.810 -3.557 1.639
H -5.945 -2.705 0.130
H -3.815 -4.941 -1.657
*
```

Properties
* max |F|: 2.24 eV/Å
* relative energy (zero: lowest compared OMol25 entry of this formula, charge and spin): 0.0 kJ/mol
* electronic energy: -3107.79844 Eh
* SMILES: COC[C@H](C)N.COC[C@H](C)N.COC[C@H](C)N.COC[C@H](C)N.COC[C@H](C)N.COCCNCCOC.COCCNCCOC.CC(C)O.CC(C)O.CC(C)O.CC(C)O
* HOMO: -8.92 eV